Density functional theory data (ωB97M-V with the def2-TZVPD basis set) for a 2-piece molecular cluster, C4H10N3 overall in a non-equilibrium geometry.

Its charge is +1. The calculation puts the gap between HOMO and LUMO at 10.326 eV. The value obtained for the HOMO energy is -13.2 eV. The molecular weight is 100.1 g mol⁻¹. The LUMO energy is -2.9 eV. The value obtained for the energy above the lowest of the compared OMol25 structures with the same formula, charge and spin is 52.5 kcal/mol. The value obtained for the calculated total energy is -322.3769 hartree.

Last column: Löwdin charge in e.
Geometry (Å):
C (-0.4105, 2.6070, 0.3634)  -0.222
C (-0.5054, -1.5540, 0.5421)  -0.158
C (0.0333, 3.0631, 1.4736)  0.032
C (0.8370, -1.0449, -1.5089)  -0.040
N (-0.7741, 1.8983, -0.5871)  0.123
N (-0.0937, -0.7760, -0.4183)  0.004
N (-0.1275, -2.7533, 0.8300)  0.237
H (1.0599, 3.1350, 1.5869)  0.046
H (-0.7077, 3.5044, 2.2740)  0.132
H (-1.2042, -0.9541, 1.0841)  0.162
H (1.3157, -0.1580, -2.0032)  0.109
H (1.7436, -1.5131, -1.1357)  0.088
H (0.3174, -1.6313, -2.3151)  0.117
H (-0.6543, 2.3235, -1.4600)  0.073
H (-0.4293, 0.2090, -0.3845)  0.067
H (-0.6917, -3.1605, 1.5450)  0.143
H (0.2916, -3.1952, 0.1137)  0.087

Atomic forces in eV per Å
C -0.48 -1.42 -0.94
C 0.06 3.41 -1.24
C -3.20 1.62 2.33
C 0.51 -0.40 -1.08
N 0.64 -0.18 1.78
N 0.67 0.45 -0.68
N -1.89 1.57 2.37
H 1.82 0.04 0.54
H 1.72 -0.77 -1.83
H -0.55 -0.65 1.27
H -1.28 -0.21 0.75
H -0.14 -0.76 0.08
H 0.72 0.36 0.80
H -0.48 0.99 -1.83
H -0.25 -0.19 -0.16
H 0.19 -1.09 0.20
H 1.94 -2.76 -2.35

Density functional theory data (ωB97M-V with the def2-TZVPD basis set) for an isolated ion of composition C4H10N3O and charge +1 in a non-equilibrium geometry.

Its charge is +1. The calculation puts the gap between HOMO and LUMO at 7.828 eV. The value obtained for the HOMO energy is -11.8 eV. The molecular weight is 116.1 g mol⁻¹. The LUMO energy is -3.9 eV. The value obtained for the energy above the lowest of the compared OMol25 structures with the same formula, charge and spin is 120.7 kcal/mol. The value obtained for the calculated total energy is -397.4869 hartree.

Last column: Löwdin charge in e.
Geometry (Å):
C (-1.0469, 1.3184, -0.9219)  -0.050
C (0.2904, 1.2296, -0.9513)  -0.079
C (-1.9170, 0.7662, 0.2233)  -0.104
C (-1.6046, -0.6778, 0.5748)  -0.027
N (1.0852, -0.8119, 0.0195)  -0.146
N (-0.7967, -0.9044, 1.5538)  0.164
N (2.5132, -0.9308, -0.4791)  0.098
O (0.9089, 0.5565, 0.1901)  -0.280
H (-1.5525, 1.9435, -1.6494)  0.111
H (1.0471, 1.6772, -1.6635)  0.136
H (-1.7131, 1.2786, 1.1010)  0.101
H (-2.9556, 0.8902, -0.0806)  0.128
H (-2.2152, -1.5361, 0.1726)  0.172
H (-0.1115, -0.2114, 1.8463)  0.132
H (-0.4886, -1.8844, 1.7200)  0.163
H (2.9502, -1.6670, 0.0457)  0.129
H (3.0307, -0.0577, -0.1477)  0.173
H (2.5759, -0.9788, -1.5537)  0.180

Atomic forces in eV per Å
C 1.22 0.38 -0.01
C 0.24 -0.37 1.09
C 0.54 -1.66 -2.23
C -1.12 0.19 0.57
N 0.71 -1.28 -0.44
N -0.04 -1.96 -0.60
N 0.14 2.58 -0.87
O -0.41 1.87 -1.39
H 0.02 -0.27 -0.10
H -1.35 -0.54 0.77
H 0.20 1.43 1.63
H 0.01 -0.22 0.26
H 1.02 0.96 0.30
H -0.30 0.20 0.01
H -0.49 1.07 0.04
H 0.20 -0.94 -0.38
H -0.78 -1.11 -0.71
H 0.19 -0.32 2.06

Density functional theory data (ωB97M-V with the def2-TZVPD basis set) for a 2-piece molecular cluster, C4H10N3O overall.

Its charge is +1. The calculation puts the gap between HOMO and LUMO at 8.785 eV. The value obtained for the HOMO energy is -13.7 eV. The molecular weight is 116.1 g mol⁻¹. The LUMO energy is -5.0 eV. The value obtained for the energy above the lowest of the compared OMol25 structures with the same formula, charge and spin is 6.1 kcal/mol. The value obtained for the calculated total energy is -397.6696 hartree.

Last column: Löwdin charge in e.
Geometry (Å):
C (-1.4909, -1.0427, -0.5586)  -0.138
C (-0.8914, -1.5159, -1.6320)  0.105
C (-2.2428, 0.9551, 0.5514)  0.190
N (-1.6203, 0.3634, -0.3905)  0.045
H (-1.8273, -1.6474, 0.2696)  0.133
H (-0.4311, -0.8509, -2.3553)  0.089
H (-0.8330, -2.5779, -1.8070)  0.088
H (-2.3333, 2.0350, 0.5424)  0.133
H (-2.6945, 0.3626, 1.3329)  0.130
H (-1.0569, 0.9212, -1.0294)  0.175
N (1.7790, -0.7406, 1.0814)  0.157
C (1.4940, 0.5807, 0.8403)  -0.671
N (2.0948, 1.0941, -0.3247)  0.128
O (0.6799, 1.2188, 1.4762)  0.022
H (2.5953, -1.1120, 0.6204)  0.101
H (1.6758, -1.0489, 2.0356)  0.113
H (2.0104, 2.1049, -0.3057)  0.101
H (3.0924, 0.9006, -0.3470)  0.099

Atomic forces in eV per Å
C 0.29 -0.13 0.22
C 0.11 0.15 -0.16
C 0.06 0.03 -0.17
N 0.34 0.09 0.37
H -0.36 0.06 -0.04
H -0.17 -0.09 -0.13
H 0.13 -0.06 0.07
H 0.26 -0.09 0.13
H -0.20 -0.04 -0.01
H -0.30 0.12 -0.20
N 0.40 0.19 0.05
C -0.01 -0.18 -0.49
N 0.37 0.29 0.74
O -0.35 0.01 0.05
H -0.06 -0.12 0.00
H -0.17 0.06 0.01
H -0.22 -0.02 -0.11
H -0.13 -0.28 -0.33

Density functional theory data (ωB97M-V with the def2-TZVPD basis set) for a 2-piece molecular cluster, C4H10N3O overall in a non-equilibrium geometry.

Its charge is +1. The calculation puts the gap between HOMO and LUMO at 9.594 eV. The value obtained for the HOMO energy is -13.0 eV. The molecular weight is 116.1 g mol⁻¹. The LUMO energy is -3.4 eV. The value obtained for the energy above the lowest of the compared OMol25 structures with the same formula, charge and spin is 89.8 kcal/mol. The value obtained for the calculated total energy is -397.5362 hartree.

Last column: Löwdin charge in e.
Geometry (Å):
C (-0.7624, 0.9482, -1.3585)  -0.087
C (-1.0503, 1.1919, 0.1398)  -0.056
C (-0.4056, 0.0137, 0.8373)  -0.161
C (-0.5006, 0.4361, 3.2631)  -0.143
N (-0.0228, -0.0353, -1.6544)  -0.011
N (-0.1478, -0.3353, 2.1071)  0.040
N (1.5789, -1.7420, -2.5543)  0.255
O (0.2143, -0.6075, -0.4274)  -0.138
H (-1.0110, 1.5742, -2.1687)  0.115
H (-0.4902, 2.1723, 0.2739)  0.154
H (-2.1556, 1.3712, 0.3871)  0.157
H (-0.9704, -0.2777, 4.0147)  0.108
H (0.5078, 0.7327, 3.7289)  0.112
H (-0.9626, 1.4088, 3.2633)  0.065
H (2.3231, -1.7383, -1.7771)  0.189
H (0.7314, -1.9978, -1.9754)  0.137
H (1.3495, -0.7238, -2.8574)  0.163
H (1.7742, -2.3915, -3.2420)  0.102

Atomic forces in eV per Å
C -0.71 0.60 0.33
C -0.73 1.34 -0.88
C 1.20 0.61 2.53
C 1.70 -0.63 2.40
N -1.76 1.99 2.52
N -0.65 0.64 -7.45
N -0.40 2.56 4.07
O 1.86 -3.78 3.48
H -0.70 0.95 -0.57
H -0.67 -1.02 0.54
H 1.63 -0.27 -0.42
H 0.41 1.11 -0.96
H -1.16 -0.80 -0.47
H -0.99 0.15 -0.91
H -0.93 0.16 -1.71
H 0.78 0.05 -1.00
H 0.52 -2.08 0.47
H 0.61 -1.60 -1.97

Density functional theory data (ωB97M-V with the def2-TZVPD basis set) for an isolated ion of composition C4H10N3O2S and charge +1 in a non-equilibrium geometry.

Its charge is +1. The calculation puts the gap between HOMO and LUMO (spin up / spin down) at 7.015 / 7.670 eV. Its multiplicity is 3. The value obtained for the HOMO energy (spin up / spin down) is -11.3 / -14.3 eV. The molecular weight is 164.2 g mol⁻¹. The LUMO energy (spin up / spin down) is -4.3 / -6.7 eV. The value obtained for the energy above the lowest of the compared OMol25 structures with the same formula, charge and spin is 0.0 kcal/mol. The value obtained for the calculated total energy is -870.8630 hartree.

Last column: Löwdin charge in e.
Geometry (Å):
C (0.7270, 0.9782, -0.9615)  -0.001
C (1.8765, -1.0470, -0.0849)  -0.134
C (-1.2063, 2.2702, -0.8165)  0.058
C (0.0448, -2.2825, 2.0445)  -0.089
N (-1.0756, -0.1359, -0.1791)  0.232
N (-0.5511, 0.8906, -0.7030)  -0.205
N (1.6363, -0.0815, -0.9443)  0.042
O (0.5934, 0.3443, 1.6643)  -0.336
O (2.5253, -1.0046, 2.2843)  -0.287
S (1.2691, -0.9125, 1.6327)  0.641
H (1.0778, 1.9256, -1.3569)  0.167
H (2.5462, -1.9008, -0.3459)  0.136
H (-2.0518, 2.2588, -0.2517)  0.054
H (-0.5923, 3.0782, -0.3590)  0.117
H (-1.3582, 2.4370, -1.9706)  0.152
H (-0.9417, -1.7348, 2.0950)  0.073
H (0.1306, -3.1386, 1.2783)  0.103
H (0.3551, -2.7079, 2.9395)  0.027
H (-2.0539, -0.2144, -0.0922)  0.102
H (2.0452, -0.2248, -1.8201)  0.146

Atomic forces in eV per Å
C 2.56 -2.12 -0.42
C -0.59 -3.32 2.96
C 2.08 0.13 -3.12
C -0.05 0.99 -2.90
N 1.49 -3.23 -0.08
N -1.16 4.03 0.33
N -2.12 3.02 -0.76
O -0.85 0.98 0.45
O 0.47 -0.90 1.42
S 0.73 -0.90 -2.02
H -0.01 -0.27 -0.19
H -0.69 1.06 0.16
H -2.75 -0.24 1.12
H 0.00 -0.83 -0.53
H -0.01 -0.07 2.46
H 1.12 -1.01 -0.13
H -0.38 1.68 0.84
H 0.50 -0.40 1.93
H -1.62 1.07 0.05
H 1.28 0.32 -1.57

Density functional theory data (ωB97M-V with the def2-TZVPD basis set) for C4H10N3O3S as an isolated structure in a non-equilibrium geometry.

Its charge is +1. The calculation puts the gap between HOMO and LUMO at 8.837 eV. The value obtained for the HOMO energy is -12.5 eV. The molecular weight is 180.2 g mol⁻¹. The LUMO energy is -3.6 eV. The value obtained for the energy above the lowest of the compared OMol25 structures with the same formula, charge and spin is 127.1 kcal/mol. The value obtained for the calculated total energy is -946.1036 hartree.

Last column: Löwdin charge in e.
Geometry (Å):
C (0.5356, -3.0867, -0.8277)  0.065
C (-0.0541, -2.3748, 0.1457)  -0.162
C (-1.1915, 2.3549, -0.9886)  -0.110
C (-0.0756, -0.0807, 1.1313)  -0.351
N (0.2300, -1.0300, 0.3181)  0.039
N (-0.5302, -0.1271, 2.3430)  0.003
N (-1.0881, 2.3080, -2.2130)  0.076
O (1.1097, 1.0471, -0.8615)  -0.453
O (1.7111, 1.4567, 1.6100)  -0.341
O (-0.7229, 1.0369, 2.9698)  -0.029
S (0.4907, 1.5530, 0.3697)  1.020
H (0.2217, -4.1212, -1.0173)  0.076
H (1.5411, -2.8439, -1.2681)  0.096
H (-1.1123, -2.6024, 0.4072)  0.136
H (-1.9055, 3.0282, -0.6214)  0.057
H (0.7121, -0.4793, -0.4640)  0.115
H (-1.0474, -0.9370, 2.8199)  0.234
H (-0.3190, 1.7195, -2.5714)  0.118
H (2.6594, 1.3427, 1.6018)  0.073
H (-1.4809, 2.8513, -3.0189)  0.168
H (0.0716, 1.7270, 2.8556)  0.169

Atomic forces in eV per Å
C 1.47 -0.69 0.95
C -1.96 -0.96 -1.79
C -0.60 -1.14 3.18
C -0.48 -0.65 -0.33
N 1.31 1.92 -1.37
N -0.77 -1.79 0.40
N 1.85 -0.37 -5.15
O 0.50 -0.23 -0.21
O -0.83 0.24 0.54
O 0.60 3.74 1.26
S 0.88 1.23 1.03
H -0.19 0.67 0.00
H -1.26 0.15 0.41
H 1.06 -0.35 0.48
H -1.21 1.17 0.56
H -0.09 -1.29 -0.05
H 1.37 1.56 -1.02
H -0.38 -0.06 0.15
H 0.50 -0.22 -0.72
H -0.23 -0.14 1.41
H -1.58 -2.76 0.25